# 1
Molecular formula: C9H13BeO7P
Method: DFT, ωB97M-V with the def2-TZVPD basis set

```
31
Properties=species:S:1:pos:R:3:lowdin_charge:R:1
Be 1.452 -0.114 -0.627 -0.356
C 2.097 0.065 1.118 0.072
O 2.496 0.176 2.196 0.288
C 3.261 -0.379 -1.154 0.071
O 4.366 -0.536 -1.441 0.294
C 1.642 1.760 -0.914 0.080
O 1.765 2.896 -1.066 0.283
C 1.247 -1.992 -0.382 0.082
O 1.130 -3.126 -0.212 0.279
C 0.043 -0.226 -2.468 -0.085
H -0.622 -1.068 -2.307 0.093
H -0.431 0.745 -2.564 0.090
C 1.332 -0.427 -2.924 -0.047
H 1.887 0.384 -3.383 0.104
H 1.696 -1.428 -3.126 0.104
C -3.085 0.114 -0.728 -0.155
O -2.394 0.627 0.380 -0.274
P -0.697 0.241 0.178 1.103
O -0.282 1.782 0.941 -0.331
C -0.570 1.794 2.315 -0.143
O -0.979 -1.353 0.878 -0.334
C -0.892 -1.326 2.275 -0.140
H -2.996 -0.993 -0.783 0.100
H -2.756 0.604 -1.669 0.088
H -4.163 0.344 -0.599 0.120
H -0.380 2.821 2.690 0.122
H -1.641 1.594 2.520 0.108
H 0.114 1.136 2.881 0.077
H 0.133 -1.083 2.612 0.077
H -1.675 -0.679 2.717 0.108
H -1.099 -2.350 2.648 0.123
```

The total charge is +2. The molar mass comes out at 273.2 u. Its orbital gap is 7.803 eV.


# 2
Molecular formula: CH4F3NP2
Method: DFT, ωB97M-V with the def2-TZVPD basis set

```
11
Properties=species:S:1:pos:R:3:lowdin_charge:R:1
C 1.971 0.215 -0.257 -0.202
N 0.709 -0.439 -0.112 -0.278
P -0.656 0.262 0.032 0.489
F -0.834 1.486 1.122 -0.216
F -1.005 1.302 -1.179 -0.225
P -1.969 -1.414 -0.134 0.807
F -3.398 -0.833 0.350 -0.412
H 2.377 0.724 0.583 0.066
H 2.606 -0.553 -0.479 0.037
H 1.877 0.983 -0.999 0.069
H -1.678 -1.733 1.074 -0.135
```

As for the relative energy (zero: lowest compared OMol25 entry of this formula, charge and spin): 140.3 kJ/mol. Its SMILES is CN=P(F)(F)PF. The total charge is 0. The molar mass comes out at 149.0 u. Its orbital gap is 9.603 eV.


| no. | E_LUMO (eV) | HOMO level (eV) |
| --- | --- | --- |
| 1 | -9.57 | -17.4 |
| 2 | -0.15 | -9.8 |